{
  "formula": "C10H40AgO19P",
  "method": "the ωB97M-V functional and the def2-TZVPD basis",
  "spin_multiplicity": 2,
  "lumo_ev": [2.3, -0.3],
  "total_charge": -1,
  "homo_ev": [-6.746, -6.746],
  "energy_ha": -2323.0538,
  "s_squared": 0.756,
  "orbital_gap_ev": [9.05, 6.45],
  "species": ["Ag", "P", "O", "O", "O", "O", "O", "O", "O", "O", "O", "O", "O", "O", "O", "O", "O", "O", "O", "O", "O", "C", "C", "C", "C", "C", "C", "C", "C", "C", "C", "H", "H", "H", "H", "H", "H", "H", "H", "H", "H", "H", "H", "H", "H", "H", "H", "H", "H", "H", "H", "H", "H", "H", "H", "H", "H", "H", "H", "H", "H", "H", "H", "H", "H", "H", "H", "H", "H", "H", "H"],
  "coordinates": [[-0.6366, 1.9137, 1.1625], [-0.0587, -0.3758, -0.1912], [0.7405, -4.0773, -0.0661], [-1.7335, 2.9479, -0.5700], [-3.2308, 1.0888, -0.8024], [1.0420, -1.3914, 0.0791], [1.5469, 1.7637, 2.0922], [-1.0692, -0.7423, -1.2519], [0.1775, 2.3214, -2.8431], [3.2967, 0.1734, 0.2854], [-2.2220, 0.2022, -3.4529], [-0.9138, 1.3883, 3.7147], [0.0721, -1.4468, 3.3889], [-3.0306, 1.8142, 1.6560], [-2.7404, -2.3679, 0.8978], [-0.9190, -0.1848, 1.1402], [2.4592, -2.8520, 2.0049], [-1.4832, -3.4051, -1.6266], [2.5286, 3.1792, -0.8788], [0.5287, 1.0436, -0.4917], [3.1192, -2.1279, -1.5414], [1.7150, 3.9378, -1.7372], [2.6467, -4.1304, 1.3992], [-4.0498, 0.7384, -1.9060], [-3.2427, 1.2321, 2.9721], [4.1471, -0.0305, -0.8533], [-3.3732, 1.0035, -3.2354], [1.2698, 3.2228, -3.0016], [4.2993, -1.5071, -1.0836], [1.3009, -4.7649, 1.0609], [-2.2519, 1.8466, 3.9242], [-2.4730, -2.7990, 0.0625], [-0.1942, -1.1282, 2.5025], [-1.3687, 3.3599, -1.3694], [5.0856, -1.7644, -1.8035], [2.0942, 2.3106, -0.8069], [-0.8910, 0.4095, 3.6500], [0.8390, 4.3504, -1.2195], [2.4081, -1.9353, -0.8691], [0.7537, -3.1480, 0.2533], [-2.5508, 1.5192, 4.9303], [0.8518, 3.9849, -3.6714], [-4.9827, 1.3084, -1.8791], [2.0282, 2.2094, 2.7974], [0.2538, 1.8171, -1.9833], [-3.2255, 0.1417, 2.8304], [2.4219, -0.1904, 0.0521], [-1.5432, -2.4179, -1.6568], [-4.1131, 0.7870, -4.0199], [1.3653, -5.8309, 0.8516], [2.1131, 2.7345, -3.5031], [-3.5662, 1.3095, 1.0165], [-4.2911, 1.3859, 3.2703], [1.0326, -1.3510, 3.4074], [-3.0617, 2.0537, -3.3617], [-1.8210, 0.0023, -2.5650], [4.6378, -1.9770, -0.1467], [0.6487, -4.5542, 1.9181], [2.2964, 4.7800, -2.1286], [-2.1413, -1.6029, 0.9956], [5.1162, 0.4068, -0.5900], [3.7913, 0.5293, -1.7252], [-2.2740, 2.9265, 3.7978], [-2.4474, 0.4993, -0.8091], [-0.5562, -3.5454, -1.3423], [3.2572, -3.9780, 0.5026], [2.1254, -2.1993, 1.3431], [3.2173, -4.7630, 2.0855], [2.2392, 1.4035, 1.4993], [-4.3236, -0.3199, -1.8382], [-2.6868, 2.8621, -0.7226]],
  "forces_ev_per_angstrom": [[-0.171, 0.061, 0.383], [-0.531, -0.739, -0.654], [0.467, -0.074, 0.896], [0.335, 1.933, -0.458], [-1.138, -0.607, -0.198], [-0.264, 0.598, 0.019], [0.752, -0.023, 0.037], [0.105, 0.193, 0.047], [0.176, -0.049, 0.932], [0.038, 0.364, -0.350], [-0.644, 0.034, 0.707], [-0.310, 0.435, -0.487], [-0.245, 0.455, 0.083], [-0.516, 0.000, 1.363], [0.043, 0.217, -0.043], [0.616, 0.225, -0.063], [0.022, 0.291, -0.069], [0.138, 0.731, 0.084], [-0.206, -0.353, -0.103], [0.169, -0.249, 0.556], [-0.484, 0.346, 0.733], [0.165, 0.254, -0.854], [0.057, 0.248, -0.177], [-0.064, -0.325, -0.389], [-0.822, -0.137, -1.594], [0.316, 0.438, 0.647], [0.602, -0.261, -0.467], [-1.095, -0.119, -0.035], [0.329, -0.862, -0.224], [-0.004, 0.926, -0.171], [-0.027, -1.655, 0.444], [0.107, 0.056, 0.302], [0.192, -0.210, 0.159], [0.175, -0.368, 0.103], [-0.099, 0.399, -0.161], [0.216, 0.057, 0.361], [0.180, 0.253, 0.151], [-0.051, -0.036, 0.060], [0.435, -0.371, -1.041], [-0.342, -0.215, -0.775], [-0.089, 0.551, 0.034], [0.375, 0.055, -0.081], [0.107, 0.171, 0.310], [-0.161, -0.042, -0.006], [0.063, 0.268, -0.939], [0.771, 0.053, 0.501], [0.141, -0.079, 0.193], [0.260, -0.757, -0.199], [0.163, -0.014, 0.008], [0.002, -0.010, -0.098], [0.092, 0.024, 0.136], [0.569, 0.146, -0.286], [0.257, 0.560, 0.246], [-0.093, -0.192, -0.103], [-0.333, 0.080, 0.302], [0.165, -0.096, -0.989], [-0.101, 0.211, 0.133], [0.043, -0.496, 0.103], [0.173, 0.085, 0.457], [-0.392, -0.481, -0.177], [-0.039, -0.080, 0.043], [-0.208, -0.266, -0.045], [0.099, 0.056, 0.217], [-0.030, -0.123, -0.010], [-0.694, -0.247, -0.087], [-0.132, -0.372, -0.174], [0.236, -0.670, 0.480], [-0.109, 0.169, 0.185], [-0.192, 0.099, -0.010], [0.063, -0.029, -0.089], [0.378, -0.432, 0.189]],
  "mulliken_charge": [-0.419, -0.813, -0.666, -0.469, -0.315, -0.176, -0.453, -0.151, -0.498, -0.511, -0.536, -0.514, -0.836, -0.447, -0.754, 0.670, -0.588, -0.799, -0.567, 0.976, -0.553, -0.293, -0.389, -0.627, -0.358, -0.300, -0.335, -0.550, -0.380, -0.415, -0.590, 0.597, 0.143, 0.224, 0.457, 0.216, 0.298, 0.097, 0.508, 0.330, 0.325, 0.389, 0.362, 0.238, 0.139, 0.288, 0.008, 0.218, 0.401, 0.411, 0.256, 0.230, 0.428, 0.331, 0.108, 0.415, 0.174, 0.232, 0.397, 0.091, 0.404, 0.102, 0.361, 0.127, 0.431, 0.105, 0.519, 0.393, 0.315, 0.321, 0.266]
}

***

{
  "formula": "C10H40N20O10",
  "method": "the ωB97M-V functional and the def2-TZVPD basis",
  "spin_multiplicity": 1,
  "lumo_ev": 0.1,
  "e_above_lowest_kcal_mol": 211.1,
  "homo_ev": -9.168,
  "energy_ha": -2252.6825,
  "orbital_gap_ev": 9.27,
  "smiles": "NC(N)=O.NC(N)=O.NC(N)=O.NC(N)=O.NC(N)=O.NC(N)=O.NC(N)=O.NC(N)=O.NC(N)=O.NC(N)=O",
  "species": ["O", "O", "O", "O", "O", "O", "O", "O", "O", "O", "N", "N", "N", "N", "N", "N", "N", "N", "N", "N", "N", "N", "N", "N", "N", "N", "N", "N", "N", "N", "C", "C", "C", "C", "C", "C", "C", "C", "C", "C", "H", "H", "H", "H", "H", "H", "H", "H", "H", "H", "H", "H", "H", "H", "H", "H", "H", "H", "H", "H", "H", "H", "H", "H", "H", "H", "H", "H", "H", "H", "H", "H", "H", "H", "H", "H", "H", "H", "H", "H"],
  "coordinates": [[10.2288, -14.7725, 5.1992], [3.2553, -15.5513, 3.0573], [11.2666, -17.5689, 0.0856], [2.4750, -14.1982, 9.1739], [0.8904, -14.3152, -4.2191], [5.4524, -18.9205, -2.7180], [-3.7658, -13.8856, 7.6975], [4.0709, -21.4103, 4.7466], [10.4832, -11.3126, -0.9932], [-3.0260, -15.0140, 0.3454], [3.8925, -12.7817, 10.0712], [11.9134, -14.7718, 6.6104], [13.0493, -16.4609, -0.5502], [12.3852, -10.3094, -0.3307], [5.2080, -15.4004, 4.1208], [11.1280, -11.3085, 1.1552], [-1.4303, -13.8210, 1.3369], [1.7655, -12.7191, 10.6268], [4.5625, -20.8196, -3.5956], [-4.5137, -14.3405, 5.7430], [11.2615, -16.1410, -1.6110], [11.7419, -16.4624, 5.2652], [4.2803, -21.8733, 6.9251], [-2.4399, -14.9222, 6.3738], [-1.0514, -15.8864, 0.9710], [6.6409, -20.6907, -2.9736], [2.0863, -16.0500, -5.0454], [5.2461, -15.6295, 2.0901], [3.2648, -20.1522, 6.3800], [3.1063, -14.5286, -4.0110], [11.8043, -16.7994, -0.6543], [3.8454, -21.1721, 5.9295], [-1.9304, -14.9352, 0.8402], [11.3144, -11.0119, -0.0915], [1.9252, -14.9461, -4.3389], [5.5624, -20.1166, -3.0626], [2.7150, -13.3150, 9.9542], [4.4599, -15.5592, 3.1121], [11.2559, -15.3082, 5.5917], [-3.5951, -14.3999, 6.6534], [6.8674, -21.4293, -3.6241], [2.9173, -16.6211, -4.9878], [2.8608, -19.6275, 5.6175], [12.2981, -16.8094, 6.0335], [1.2815, -16.5620, -5.3775], [2.9858, -19.9681, 7.3331], [-1.8329, -12.9838, 0.9407], [3.5716, -20.6551, -3.4896], [-2.3623, -15.1128, 5.3850], [12.5824, -10.1651, -1.3107], [3.1889, -13.6203, -3.5771], [4.5214, -13.3191, 9.4918], [12.8402, -15.1259, 6.7994], [11.8033, -11.1558, 1.8905], [-1.4270, -16.8201, 1.0562], [3.9855, -12.9218, 11.0671], [6.1763, -15.1139, 4.1404], [4.8879, -22.6592, 6.7423], [4.8168, -21.7751, -3.8016], [2.0603, -12.1218, 11.3860], [11.5409, -13.9590, 7.0802], [11.5639, -16.9965, 4.4267], [7.2986, -20.1671, -2.4138], [3.9433, -21.6311, 7.8459], [10.4087, -12.0046, 1.2902], [3.7496, -15.2858, -3.8297], [11.7702, -15.3602, -2.0006], [4.8422, -15.8136, 1.1829], [-0.1508, -15.5816, 1.3116], [13.3677, -15.7599, -1.2039], [6.2470, -15.6913, 2.2105], [-0.6546, -13.8777, 1.9813], [10.2516, -16.1528, -1.5974], [-1.7132, -15.0223, 7.0680], [0.8749, -13.1915, 10.6888], [4.7055, -15.4985, 4.9915], [-4.2755, -14.6433, 4.8094], [12.9488, -9.9684, 0.4349], [-5.4285, -13.9306, 5.8660], [13.6339, -16.8357, 0.1832]],
  "forces_ev_per_angstrom": [[-0.224, 0.016, -1.099], [-1.963, -0.490, 0.382], [-1.566, -1.960, 1.458], [-0.510, -1.885, -1.406], [-0.434, -0.109, 0.163], [-0.639, -0.705, 0.238], [-1.169, 1.883, 5.276], [-0.206, -0.034, -0.189], [1.565, 0.074, 1.356], [-1.402, -0.389, -0.692], [3.841, 1.363, 1.287], [1.845, 1.050, 2.084], [4.907, 0.915, 0.628], [2.571, 1.537, -1.118], [1.666, 0.567, 7.791], [-1.272, -1.638, 3.665], [0.289, 3.188, 0.682], [-2.243, 1.291, 2.518], [-1.468, -2.004, -1.310], [-2.473, -0.772, -4.539], [-3.538, 2.128, -3.813], [1.942, -3.422, -0.828], [1.992, -3.754, 3.026], [2.434, -2.076, -2.638], [1.664, -3.406, 0.275], [7.837, -4.224, 0.687], [-1.240, -4.085, -1.967], [1.976, -0.613, -5.695], [-4.306, 6.602, 0.038], [3.768, 1.898, 2.158], [0.200, -1.085, 2.055], [2.449, -2.739, -3.196], [-1.305, 0.678, -0.372], [-3.151, -0.552, -3.778], [-2.613, 1.220, -1.090], [-6.822, 6.852, 0.165], [-3.054, -1.704, -3.127], [-1.669, 0.466, -2.380], [-3.534, 2.648, 0.187], [0.143, 1.287, 1.496], [0.538, 0.010, 0.628], [-0.119, 0.335, -0.020], [-0.319, 0.561, 0.554], [0.109, -0.906, -0.905], [-0.029, 0.276, 0.277], [0.119, -0.074, -0.479], [0.412, 0.206, 0.701], [0.537, 0.541, 0.085], [1.240, -0.535, 0.409], [0.265, 0.407, 0.435], [0.163, -0.460, 0.267], [0.466, 0.018, 0.383], [-0.180, 0.641, 0.362], [-0.184, -0.171, -0.288], [0.694, -0.019, -0.112], [1.846, 0.613, 0.377], [-0.445, -0.257, -0.102], [-0.326, 0.109, 0.361], [-0.583, 0.012, 0.095], [-0.556, 0.125, -0.122], [0.233, -0.272, -0.249], [-0.242, 0.254, 0.386], [0.573, -0.406, -0.606], [0.600, -0.656, -0.127], [0.066, 0.258, 0.403], [0.548, 0.883, 0.248], [-0.826, -0.085, -0.121], [0.292, 0.118, 0.116], [-0.044, -1.081, -0.031], [0.752, -0.374, 0.651], [-0.433, -0.205, -0.379], [-0.232, 0.797, -0.382], [0.172, 0.313, -0.443], [-0.259, 0.199, -0.467], [0.197, 0.161, 0.074], [0.521, 0.403, 0.257], [-0.491, 0.028, 0.037], [0.154, 0.028, -0.666], [0.602, -0.003, 0.399], [-0.121, 0.188, -0.386]],
  "mulliken_charge": [-0.654, -0.671, -0.663, -0.640, -0.642, -0.698, -0.648, -0.680, -0.695, -0.648, -0.559, -0.436, -0.374, -0.389, -0.365, -0.383, -0.447, -0.390, -0.401, -0.351, -0.399, -0.368, -0.380, -0.351, -0.382, -0.355, -0.388, -0.392, -0.381, -0.385, 0.664, 0.664, 0.727, 0.660, 0.611, 0.613, 0.596, 0.688, 0.672, 0.675, 0.203, 0.179, 0.233, 0.174, 0.218, 0.178, 0.212, 0.232, 0.137, 0.228, 0.221, 0.287, 0.171, 0.181, 0.221, 0.247, 0.169, 0.211, 0.164, 0.213, 0.213, 0.226, 0.240, 0.154, 0.221, 0.187, 0.192, 0.205, 0.144, 0.139, 0.153, 0.180, 0.240, 0.199, 0.247, 0.210, 0.127, 0.175, 0.208, 0.203]
}

***

Question: Which formula does entry 1 have?
Answer: C10H40AgO19P